No. 1
Density functional theory data (ωB97M-V with the def2-TZVPD basis set) for a 2-piece molecular cluster, C4H6ClI overall in a non-equilibrium geometry.

Last column: Löwdin charge in e.
Element x y z (Å)
C (0.8606, -0.3852, -1.6698)  -0.0624
C (2.0046, -0.0187, -1.5668)  -0.8353
I (3.7973, 0.6502, -1.0571)  0.9106
H (0.3792, -1.0119, -2.3749)  0.0402
C (-0.3262, 0.0040, 1.1493)  -0.1829
C (-1.8434, 0.4250, 0.9354)  -0.7955
Cl (-2.6178, 0.7292, 2.3644)  0.6449
H (0.5975, 0.0731, 0.4699)  0.0314
H (-0.3571, -1.0427, 1.1973)  0.0255
H (-0.0878, 0.2897, 2.2360)  0.0702
H (-2.2588, -0.0602, 0.0164)  0.0891
H (-1.7230, 1.4512, 0.4696)  0.0641

Calculated values
Lowest unoccupied orbital energy (eV): 0.25
HOMO-LUMO gap (eV): 10.1
Highest occupied orbital energy (eV): -9.828
Energy relative to the best compared isomer or geometry (same formula, charge and spin) (kcal per mole): 69.9

---

No. 2
Density functional theory data (ωB97M-V with the def2-TZVPD basis set) for a single C4H6ClN molecule in a non-equilibrium geometry.

Last column: Löwdin charge in e.
Element x y z (Å)
C (-0.3912, -0.0035, -1.2821)  -0.1412
C (0.2438, -0.1215, 0.0976)  -0.8411
C (-0.6571, -0.3416, 1.2588)  -0.1398
Cl (1.3182, -1.5945, -0.0416)  0.6271
C (1.3859, 1.1106, 0.2455)  -0.1950
N (2.1734, 1.8970, 0.0427)  0.1242
H (-1.1431, -0.7041, -1.5711)  0.0704
H (-0.7524, 1.1457, -1.3441)  0.1382
H (0.4712, 0.0738, -1.9742)  0.0756
H (-1.1338, -1.3509, 0.9707)  0.1076
H (-1.4557, 0.4201, 1.4701)  0.1087
H (-0.0590, -0.5310, 2.1278)  0.0653

Calculated values
Lowest unoccupied orbital energy (eV): 0.69
HOMO-LUMO gap (eV): 12.0
Highest occupied orbital energy (eV): -11.278
Energy relative to the best compared isomer or geometry (same formula, charge and spin) (kcal per mole): 22.6

---

No. 3
Density functional theory data (ωB97M-V with the def2-TZVPD basis set) for a 2-piece molecular cluster, C4H6ClN overall in a non-equilibrium geometry.

Last column: Löwdin charge in e.
Element x y z (Å)
C (1.7214, 0.5309, 0.4306)  -0.8571
C (0.5080, 0.8726, -0.0502)  -0.2325
C (-0.5797, 1.1010, -1.0093)  -0.0679
C (-0.7037, -1.6227, 0.5910)  0.0321
N (1.1568, 1.4333, 1.2115)  0.1388
Cl (3.0693, -0.4111, 0.4555)  0.7699
H (-0.7165, 0.1605, -1.4537)  0.0470
H (-0.2865, 1.8822, -1.7310)  0.0904
H (-1.4108, 1.4066, -0.3512)  0.0964
H (-1.7172, -1.1717, 0.4166)  0.0024
H (-0.4776, -1.6716, 1.6052)  -0.0410
H (-0.5635, -2.5100, -0.1150)  0.0215

Calculated values
Lowest unoccupied orbital energy (spin up / spin down) (eV): 0.04 / 0.75
HOMO-LUMO gap (spin up / spin down) (eV): 7.1 / 9.6
Highest occupied orbital energy (spin up / spin down) (eV): -7.017 / -8.862
Energy relative to the best compared isomer or geometry (same formula, charge and spin) (kcal per mole): 136.8

---

No. 4
Density functional theory data (ωB97M-V with the def2-TZVPD basis set) for a single C4H6ClN3S molecule in a non-equilibrium geometry.

Last column: Löwdin charge in e.
Element x y z (Å)
C (-0.7950, 0.5954, 1.4286)  -0.0230
C (-0.5406, 1.4989, 0.2934)  -0.6512
C (-3.1436, -0.0952, -0.3166)  -0.9041
C (-0.3752, -1.2956, -0.2215)  -0.0905
N (-1.5796, 1.8455, -0.4221)  -0.2734
N (0.6031, 2.1062, 0.0796)  0.1434
N (-0.5333, -0.6806, 1.1166)  -0.0822
S (-3.1447, 1.4496, 0.1408)  0.8455
Cl (-4.6913, -1.0319, -0.2085)  0.3883
H (0.7000, -1.4776, -0.4719)  0.0834
H (-0.8987, -2.2619, -0.2387)  0.0882
H (-0.7623, -0.4420, -0.9072)  0.0803
H (1.4856, 1.6633, 0.4101)  0.1306
H (0.6677, 2.5761, -0.8566)  0.1412
H (-0.6913, -1.3304, 1.8913)  0.1236

Calculated values
Lowest unoccupied orbital energy (eV): 0.27
HOMO-LUMO gap (eV): 8.6
Highest occupied orbital energy (eV): -8.363
Energy relative to the best compared isomer or geometry (same formula, charge and spin) (kcal per mole): 79.4

---

No. 5
Density functional theory data (ωB97M-V with the def2-TZVPD basis set) for a 2-piece molecular cluster, C4H6ClN4 overall in a non-equilibrium geometry.

Last column: Löwdin charge in e.
Element x y z (Å)
C (0.8529, 1.4992, 0.7115)  -0.1098
C (2.0727, -0.4704, 0.0273)  -0.7077
C (-2.0722, 0.4296, -0.7313)  -0.3857
C (0.9765, 0.1690, 0.5934)  -0.1152
N (0.6511, 2.6490, 0.6969)  0.3393
N (2.1419, -1.7800, -0.1166)  0.1536
N (-2.0310, -0.4896, 0.0568)  0.1373
N (-1.7842, 1.4182, -1.3479)  0.1785
Cl (3.4078, 0.4407, -0.5200)  0.8341
H (0.0906, -0.3961, 0.8722)  0.1016
H (2.9593, -2.2113, -0.5267)  0.1300
H (1.3762, -2.3766, 0.1673)  0.1449
H (-2.7998, -0.8590, 0.5843)  0.0812
H (-1.8865, 1.6251, -2.3192)  0.0805
H (0.6449, 3.5524, 1.1234)  0.1373

Calculated values
Lowest unoccupied orbital energy (eV): -4.17
Total charge: +1
HOMO-LUMO gap (eV): 9.4
Highest occupied orbital energy (eV): -13.573
Energy relative to the best compared isomer or geometry (same formula, charge and spin) (kcal per mole): 6.7

---

No. 6
Density functional theory data (ωB97M-V with the def2-TZVPD basis set) for a 2-piece molecular cluster, C4H6ClN4O5P overall in a non-equilibrium geometry.

Last column: Löwdin charge in e.
Element x y z (Å)
N (-0.9986, 2.0594, 0.0734)  -0.1620
P (-1.0400, 0.7124, -0.8184)  0.7151
O (-2.7625, 0.3763, -1.0955)  -0.2754
O (-0.1812, 0.8549, -2.3661)  -0.2117
C (-0.3359, -0.8542, 0.0199)  -0.1413
C (-0.9831, -2.2913, -0.3709)  0.0586
C (-0.2510, -3.4521, 0.4636)  0.0254
N (0.8230, -3.1929, 1.4227)  -0.0423
N (1.4507, -2.0563, 1.7925)  0.0802
C (0.8522, -0.9415, 1.0727)  -0.4318
Cl (1.6628, 0.7209, 1.4844)  0.7013
H (-1.9812, 2.4187, 0.2326)  0.0198
H (-3.1558, 0.5602, -0.1704)  0.0893
H (-0.8196, 1.2376, -3.0687)  0.1115
H (-1.8365, -2.5332, -1.1247)  0.1305
H (-0.6155, -4.5666, 0.2843)  0.1484
H (1.1938, -4.0521, 1.9362)  0.1894
N (2.2446, 3.7500, 0.0581)  -0.6530
O (2.7164, 3.7620, 1.2072)  -0.0973
O (2.1465, 4.8087, -0.5841)  -0.0604
O (1.8710, 2.6792, -0.4488)  -0.1942

Calculated values
Lowest unoccupied orbital energy (eV): -3.68
HOMO-LUMO gap (eV): 2.8
Highest occupied orbital energy (eV): -6.473

---

No. 7
Density functional theory data (ωB97M-V with the def2-TZVPD basis set) for a single C4H6ClNS molecule in a non-equilibrium geometry.

Last column: Löwdin charge in e.
Element x y z (Å)
C (-1.0996, 1.2133, 0.2695)  -0.1184
C (-0.2592, 0.1960, -0.2062)  -0.4165
N (-0.5575, -0.4816, -1.4142)  0.0995
C (0.8690, 0.0064, 0.5456)  -0.6667
Cl (1.2105, 1.1239, 1.9064)  0.6291
C (1.5989, -1.2298, 0.5135)  -0.6036
S (1.4604, -2.3132, -0.7446)  0.6740
H (-1.4878, 1.3301, 1.3179)  0.1115
H (-0.5206, 2.0330, -0.0332)  0.0755
H (-2.0285, 1.3363, -0.3570)  0.1070
H (-0.0133, -1.4745, -1.4896)  -0.0366
H (-1.4232, -0.3054, -1.7870)  0.0479
H (2.2510, -1.4345, 1.4790)  0.0973

Calculated values
Lowest unoccupied orbital energy (eV): -0.25
HOMO-LUMO gap (eV): 8.2
Highest occupied orbital energy (eV): -8.416
Energy relative to the best compared isomer or geometry (same formula, charge and spin) (kcal per mole): 33.3

---

No. 8
Density functional theory data (ωB97M-V with the def2-TZVPD basis set) for C4H6CsLiO as an isolated structure.

Last column: Löwdin charge in e.
Element x y z (Å)
C (-1.9928, -2.0397, -0.4503)  -0.0944
C (-1.7140, -0.7998, -0.8760)  -0.0918
H (-1.6581, -2.3886, 0.5314)  0.0739
H (-2.5176, -2.7595, -1.0836)  0.0720
H (-1.1627, -0.0910, -0.2428)  0.0748
H (-2.0198, -0.4689, -1.8729)  0.0756
Li (-3.7447, -0.5332, 0.3912)  0.8705
O (1.6502, 1.5549, 1.2214)  -0.3650
C (2.5484, 1.2913, 0.3230)  -0.6233
C (2.7109, 0.2106, -0.4605)  0.0197
Cs (1.1827, 3.9552, 3.6767)  0.9358
H (3.4218, -0.0258, -1.2523)  -0.0231
H (3.2958, 2.0946, 0.0945)  0.0753

Calculated values
Lowest unoccupied orbital energy (spin up / spin down) (eV): -4.63 / -4.63
Total charge: +1
HOMO-LUMO gap (spin up / spin down) (eV): 3.4 / 3.0
Spin multiplicity: 2
Highest occupied orbital energy (spin up / spin down) (eV): -8.026 / -7.589
Energy relative to the best compared isomer or geometry (same formula, charge and spin) (kcal per mole): 18.1